Entry from OMol25: one molecule with the formula C16H19N3S in a non-equilibrium geometry (ωB97M-V/def2-TZVPD).

**LUMO level**: 0.700 eV
**HOMO**: -7.366 eV
**Net charge**: 0

```
39
Properties=species:S:1:pos:R:3:forces:R:3
S 5.324 -1.508 -0.040 0.2 0.5 -0.1
N 1.430 0.183 0.344 -0.7 0.4 -0.1
N 2.701 -0.131 0.216 0.7 -0.3 0.0
N -1.342 0.631 0.903 0.2 0.1 0.1
C -2.531 0.127 0.388 -0.3 0.0 0.0
C -0.499 -0.161 1.767 0.2 -0.3 -0.1
C 6.985 -1.237 -0.405 -0.3 0.0 0.1
C 7.246 0.068 -0.681 0.3 -0.3 0.0
C 3.640 0.679 -0.097 -0.9 0.6 0.1
C 0.908 1.534 0.333 0.2 0.1 0.1
C -3.320 0.944 -0.431 0.1 0.0 0.0
C -4.524 0.501 -0.938 0.0 -0.1 0.0
C 6.098 0.878 -0.602 -0.6 -0.1 0.1
C -3.020 -1.150 0.672 0.2 0.0 0.1
C -5.006 -0.771 -0.654 0.0 -0.1 0.0
C -4.231 -1.580 0.163 -0.1 0.1 -0.1
C 4.968 0.178 -0.264 1.0 -0.6 0.0
C -6.312 -1.240 -1.220 0.0 0.1 0.0
C 0.599 -0.840 0.950 -0.2 -0.3 0.1
C -0.594 1.547 0.051 0.0 0.3 -0.1
H -0.755 1.279 -1.001 0.0 0.1 0.1
H 6.099 1.938 -0.786 -0.1 0.2 0.0
H -2.460 -1.841 1.283 0.1 0.0 0.0
H 8.223 0.441 -0.934 0.2 0.0 0.0
H -0.954 2.573 0.200 0.1 0.0 -0.2
H 3.515 1.753 -0.260 -0.2 -0.1 0.0
H 1.230 -1.482 1.569 -0.1 0.1 0.0
H -1.095 -0.894 2.305 0.1 0.1 0.0
H 1.403 2.091 -0.468 -0.1 0.0 0.1
H -6.268 -1.264 -2.309 -0.1 0.0 -0.1
H 7.668 -2.063 -0.392 0.2 -0.1 0.0
H -5.105 1.161 -1.567 -0.1 0.1 -0.1
H -6.554 -2.238 -0.863 -0.1 -0.1 0.0
H 1.128 2.047 1.282 0.1 0.0 -0.1
H -0.047 0.501 2.515 0.0 -0.2 0.0
H -7.117 -0.563 -0.935 -0.1 0.0 0.0
H 0.139 -1.458 0.167 0.0 -0.1 0.1
H -2.999 1.947 -0.663 0.1 0.1 0.0
H -4.572 -2.578 0.402 0.0 -0.1 0.0
```
Positions in Å, forces in eV/Å.

***

Entry from OMol25: one molecule with the formula C16H19N5O2 in a non-equilibrium geometry (ωB97M-V/def2-TZVPD).

**LUMO level**: 0.612 eV
**HOMO**: -7.618 eV
**Net charge**: 0

```
42
Properties=species:S:1:pos:R:3:forces:R:3
O 4.265 -0.520 3.152 -0.1 -0.6 -0.5
O 3.442 2.017 4.049 0.0 1.4 1.4
N -5.775 -0.414 -2.038 -0.4 -0.3 -1.7
N -4.674 0.394 -2.034 0.9 -0.3 2.3
N -4.015 -1.697 -1.396 -3.2 1.1 -1.0
N -2.409 0.173 -1.242 -0.8 -1.3 -1.7
N 0.456 0.200 -1.358 -0.6 0.2 0.2
C 2.940 1.545 2.860 0.3 -0.8 0.7
C 1.679 2.042 0.859 0.0 0.2 -1.1
C 2.040 2.385 2.135 1.7 -1.7 0.8
C -0.262 0.419 -2.641 0.8 2.9 2.8
C 2.147 0.837 0.319 0.4 -0.4 -0.4
C 4.745 -0.003 4.319 -0.9 4.5 1.7
C 2.877 -0.047 1.158 1.0 -0.3 0.5
C -3.702 -0.339 -1.517 2.7 0.2 -0.8
C -1.672 0.965 -2.289 0.9 -1.6 1.9
C -5.384 -1.607 -1.806 2.4 -0.4 1.2
C 4.371 1.286 4.762 0.3 -4.6 -1.9
C 3.367 0.259 2.484 -2.4 2.2 -3.3
C -1.607 -0.266 -0.091 0.6 -1.2 -2.1
C -0.207 -0.866 -0.570 -1.6 1.8 -0.7
C 1.880 0.564 -1.219 -1.3 -4.9 3.4
C -3.195 -2.960 -1.379 1.7 4.5 0.6
H 2.098 1.364 -1.813 0.6 2.2 -1.5
H -2.766 -3.003 -0.375 0.1 -0.4 -0.2
H 5.509 -0.567 4.833 -0.2 -0.2 -0.2
H 4.644 1.610 5.762 -0.1 0.4 -0.5
H 1.146 2.772 0.203 0.3 -0.8 0.7
H -2.293 1.026 -3.111 -1.3 0.1 -1.8
H 0.284 1.259 -3.136 -0.5 -0.6 0.0
H -2.398 -2.631 -2.081 -0.2 -1.3 0.3
H -3.707 -3.845 -1.594 -1.1 -0.9 -0.7
H 0.228 -1.297 0.291 1.5 0.5 1.1
H -2.082 -0.943 0.617 -0.5 -0.1 -0.4
H -0.333 -1.778 -1.162 -0.5 0.1 -0.5
H -5.884 -2.498 -1.963 -1.4 -1.4 0.1
H -1.577 0.681 0.339 1.6 1.3 1.9
H 2.473 -0.347 -1.533 0.1 1.0 0.2
H -0.193 -0.425 -3.219 -0.3 -2.2 -1.7
H 3.229 -1.008 0.785 -0.1 0.1 -0.3
H -1.474 1.955 -1.943 -0.1 0.8 0.5
H 1.786 3.309 2.582 -0.2 0.8 0.4
```
Positions in Å, forces in eV/Å.

***

Entry from OMol25: C16H19N5PbS as an isolated structure in a non-equilibrium geometry (ωB97M-V/def2-TZVPD).

**LUMO level (alpha / beta)**: -8.963 / -8.992 eV
**HOMO (alpha / beta)**: -14.303 / -14.275 eV
**Net charge**: +2

```
42
Properties=species:S:1:pos:R:3:forces:R:3
Pb 0.638 0.963 1.243 -0.1 0.3 -0.6
S -1.810 1.592 0.529 0.0 0.4 0.1
N -0.514 3.934 0.137 -0.6 2.4 -0.3
N 0.600 3.269 0.121 0.9 -2.1 0.4
N 2.516 1.426 -0.337 -0.1 0.2 0.0
N -2.793 4.026 0.196 -0.6 0.6 -0.1
N -3.053 -1.856 0.131 -0.4 1.0 0.4
C 1.712 3.671 -0.369 -1.1 0.7 0.1
C 0.445 -1.465 0.664 0.1 0.4 0.1
C 5.008 2.206 -1.297 -0.2 -0.2 0.1
C 1.509 -2.190 1.162 0.2 -0.1 0.1
C 4.680 0.863 -1.164 0.0 0.2 0.0
C 3.429 0.523 -0.666 0.3 -0.2 -0.1
C -4.294 -1.796 -0.572 -0.7 -0.5 -0.4
C -0.616 -2.068 0.032 -0.6 -0.6 -0.3
C 2.798 2.732 -0.527 0.8 -0.5 -0.2
C 0.467 -4.202 0.391 0.0 -0.5 0.0
C -0.576 -3.464 -0.123 0.2 0.4 0.2
C -3.090 -1.738 1.554 0.1 -0.6 0.9
C -1.660 3.354 0.243 0.6 -1.6 0.4
C 1.519 -3.576 1.031 0.0 0.3 0.0
C -1.875 -1.431 -0.521 1.3 0.2 -0.8
C 4.044 3.154 -0.992 -0.4 -0.1 0.3
H -1.780 -0.322 -0.412 -0.4 -0.4 -0.2
H 5.982 2.513 -1.646 0.1 0.0 0.0
H -4.231 -2.319 -1.526 0.2 0.0 0.0
H 2.337 -4.146 1.446 0.0 0.0 0.0
H 4.245 4.208 -1.096 0.0 0.1 -0.1
H 1.826 4.662 -0.798 -0.1 0.1 0.1
H -1.955 -1.642 -1.592 -0.1 0.1 0.1
H -5.082 -2.250 0.023 0.0 0.0 0.0
H -2.144 -2.065 1.980 0.0 0.0 0.0
H 2.337 -1.724 1.674 0.1 0.2 0.1
H -3.258 -0.698 1.855 -0.1 0.2 -0.2
H 0.452 -5.280 0.304 0.0 0.0 -0.1
H -3.892 -2.343 1.969 -0.1 0.0 -0.1
H -4.583 -0.758 -0.782 0.2 0.1 0.1
H 3.137 -0.512 -0.549 0.1 -0.1 0.0
H -1.391 -3.950 -0.638 -0.1 -0.1 -0.1
H -2.773 5.032 0.097 0.1 -0.1 -0.1
H 5.383 0.093 -1.435 0.0 -0.1 0.0
H -3.691 3.570 0.256 0.3 0.0 0.1
```
Positions in Å, forces in eV/Å.

***

Entry from OMol25: C16H19N6O9SZr as an isolated structure (ωB97M-V/def2-TZVPD).

**LUMO level**: -4.663 eV
**HOMO**: -9.404 eV
**Net charge**: +1

```
52
Properties=species:S:1:pos:R:3:forces:R:3
Zr 0.247 -1.518 -0.877 -0.2 0.0 0.3
S -1.764 6.376 1.484 -0.1 0.0 0.1
O -1.340 7.578 2.149 0.0 0.0 0.0
O -0.981 -1.835 -2.405 0.1 0.2 -0.2
O -0.773 -1.637 -4.647 -0.2 0.0 0.0
O -3.137 6.335 1.019 0.0 0.0 0.0
O 1.135 0.049 -1.795 0.1 0.3 -0.1
O 2.027 -2.052 -0.135 0.3 0.0 -0.1
O -0.799 5.789 0.567 0.1 0.0 0.0
O -0.682 -3.314 0.165 0.0 -0.2 0.0
O 3.897 -1.800 -1.355 0.0 0.0 0.1
N -1.886 5.389 4.096 0.0 0.0 0.0
N -0.721 -0.444 0.750 -0.5 -0.3 0.3
N -1.826 3.870 2.310 0.0 0.0 0.0
N 1.001 -3.461 -2.091 0.0 -0.1 -0.2
N 1.307 2.252 -2.206 0.0 0.0 0.0
N 3.183 1.002 -1.691 0.1 0.0 0.0
C -0.062 -4.588 -0.190 0.0 0.0 0.0
C 1.886 1.103 -1.901 -0.2 0.1 0.1
C -1.904 1.602 1.058 -0.1 0.0 0.1
C -1.472 0.579 0.271 0.3 0.2 -0.2
C 2.915 -2.424 -1.060 0.1 -0.1 -0.1
C -0.442 -2.117 -3.614 0.2 -0.1 0.0
C -0.966 0.448 2.945 0.1 0.0 0.0
C 0.746 -3.085 -3.506 -0.1 0.0 0.1
C 0.161 -4.615 -1.686 0.0 0.0 0.0
C -1.584 1.587 2.425 -0.1 0.0 0.0
C -1.832 5.106 2.793 0.0 0.0 0.0
C -1.782 2.857 3.157 0.1 0.0 0.1
C -1.881 4.365 4.938 0.0 0.0 0.0
C -0.536 -0.535 2.085 0.1 0.1 0.0
C 2.442 -3.672 -1.791 -0.1 0.0 0.0
C -1.792 3.036 4.529 0.0 0.0 0.0
H -1.754 2.224 5.242 0.0 0.0 0.0
H 3.028 -3.845 -2.690 0.0 0.0 0.0
H -1.645 -3.401 0.117 0.0 0.0 0.1
H 0.554 -3.956 -4.135 0.0 0.0 0.0
H 1.821 3.117 -2.259 0.0 0.0 0.0
H -0.796 -4.535 -2.202 0.0 0.0 0.0
H 3.792 1.798 -1.786 0.0 0.0 0.0
H 0.631 -5.556 -1.987 0.0 0.0 0.0
H -1.635 0.603 -0.805 -0.1 -0.1 0.0
H -0.700 -5.404 0.141 0.0 0.0 0.0
H -1.937 4.612 5.993 0.0 0.0 0.0
H 0.032 -1.386 2.438 0.0 0.0 0.0
H 3.586 0.098 -1.453 0.0 0.0 0.0
H 0.316 2.284 -2.381 0.0 0.0 0.0
H -2.403 2.469 0.648 0.0 0.0 0.0
H 1.617 -2.571 -3.913 0.0 0.0 0.0
H 0.870 -4.622 0.371 0.0 0.0 0.0
H -0.727 0.373 3.997 0.0 0.0 0.0
H 2.565 -4.529 -1.128 0.0 0.0 0.0
```
Positions in Å, forces in eV/Å.

***

Entry from OMol25: one molecule with the formula C16H19N7OS in a non-equilibrium geometry (ωB97M-V/def2-TZVPD).

**LUMO level**: 0.555 eV
**HOMO**: -8.156 eV
**Net charge**: 0

```
44
Properties=species:S:1:pos:R:3:forces:R:3
S -3.865 -1.049 0.274 0.1 0.0 -0.2
O -2.756 2.061 1.022 0.0 0.1 0.2
N 2.937 -1.123 1.483 0.2 -0.1 -0.2
N -1.146 -0.832 1.881 -0.1 0.5 0.7
N -1.159 -1.297 0.588 0.2 -0.6 -1.1
N -1.728 1.301 -0.872 0.1 0.0 -0.5
N -1.835 -1.757 -1.445 -1.0 -0.1 -0.1
N 1.607 -1.164 1.468 -0.6 0.0 0.1
N -0.511 -1.843 -1.430 1.2 0.0 -0.1
C -0.089 -1.568 -0.211 -0.8 0.0 0.4
C 2.834 1.234 -2.624 -0.1 0.1 0.0
C 0.520 1.320 -1.678 0.1 0.1 0.0
C -3.994 0.639 -0.451 0.1 -0.3 0.2
C 1.477 2.090 0.811 0.1 0.0 -0.2
C 0.111 1.942 0.610 -0.1 0.1 0.1
C 1.980 2.480 2.168 0.0 0.0 -0.1
C 1.883 1.473 -1.491 -0.2 0.0 0.0
C -2.235 -1.419 -0.242 -0.4 0.0 0.6
C 3.482 -1.406 0.277 -0.2 -0.1 -0.2
C 2.350 1.861 -0.241 0.0 0.0 0.1
C 1.276 -1.482 0.218 1.0 0.1 0.4
C -0.369 1.553 -0.632 0.2 0.2 0.2
C 2.429 -1.652 -0.572 0.1 0.0 0.3
C -2.774 1.431 -0.010 -0.4 0.1 -0.2
C 4.949 -1.411 0.056 0.0 0.0 0.1
H 1.677 1.739 2.906 0.0 0.0 0.1
H -0.199 -0.921 2.249 -0.2 -0.1 0.0
H 3.064 2.566 2.176 0.1 0.0 0.0
H -4.900 1.059 -0.021 0.1 0.1 0.0
H 5.436 -2.140 0.703 0.1 0.0 0.0
H 0.144 0.990 -2.636 -0.1 -0.1 -0.1
H -0.576 2.109 1.422 -0.1 0.0 0.0
H -4.084 0.535 -1.532 0.0 0.1 0.0
H 3.807 0.920 -2.254 0.1 0.0 0.0
H 3.420 -0.881 2.334 -0.1 0.0 -0.1
H -1.852 -1.288 2.450 0.2 -0.1 -0.2
H -1.902 0.819 -1.746 -0.1 0.0 0.3
H 2.969 2.153 -3.196 0.1 0.0 -0.1
H 2.451 -1.912 -1.607 0.1 -0.1 -0.3
H 5.164 -1.664 -0.978 0.1 0.0 0.0
H 1.553 3.436 2.467 0.0 0.1 0.1
H 2.446 0.473 -3.296 0.0 -0.1 -0.1
H 3.414 1.978 -0.088 0.1 0.0 0.0
H 5.372 -0.430 0.273 0.1 0.0 0.0
```
Positions in Å, forces in eV/Å.

***

Entry from OMol25: C16H19NO as an isolated structure in a non-equilibrium geometry (ωB97M-V/def2-TZVPD).

**LUMO level**: 0.793 eV
**HOMO**: -8.723 eV
**Net charge**: 0

```
37
Properties=species:S:1:pos:R:3:forces:R:3
O -1.179 -1.067 0.705 -3.1 8.7 1.1
N 1.177 -2.133 -0.475 -3.6 8.5 -1.6
C -1.202 -2.314 0.470 1.8 -5.5 -4.6
C 1.745 0.940 -1.347 0.5 6.9 8.6
C 1.096 2.228 -0.747 4.4 -2.0 1.8
C -2.141 1.286 0.404 -4.5 -2.9 1.1
C -3.351 2.029 0.269 -0.1 -18.8 -2.9
C -4.541 1.417 -0.422 5.3 3.3 4.7
C 3.222 -0.799 -0.908 2.9 -0.7 4.2
C 2.744 2.353 1.110 -2.4 6.3 2.7
C 2.455 -1.821 -0.110 5.7 -6.3 3.6
C 3.313 1.253 0.691 -1.1 -4.6 -2.8
C 1.634 2.939 0.443 -0.8 -4.1 -4.9
C -3.511 -0.653 -0.120 -2.9 -4.5 0.7
C -4.696 0.146 -0.336 -0.1 -4.7 -4.2
C 2.780 0.491 -0.466 -2.7 3.2 -2.5
C 0.313 -2.701 0.441 -0.5 -2.0 5.3
C -2.366 -0.258 0.387 4.8 4.2 0.3
H -3.660 -1.785 -0.128 0.1 1.5 -0.3
H -1.877 -2.902 1.104 0.5 -0.4 0.0
H 1.360 0.657 -2.224 -0.9 -1.9 -3.1
H 3.158 -1.061 -1.884 -0.2 -0.1 -3.2
H 1.165 3.879 0.499 -0.1 1.1 1.2
H 4.285 -0.671 -0.579 -0.3 -1.7 -0.4
H -1.286 1.758 0.808 1.0 0.1 0.2
H 2.977 3.050 2.053 0.3 -2.3 -1.9
H 0.598 -2.362 1.570 0.0 -1.2 -2.0
H -5.491 -0.225 -1.106 1.0 -0.2 2.2
H 0.275 2.631 -1.226 -1.6 0.9 -1.0
H 2.972 -3.024 -0.258 -0.4 3.2 0.4
H 0.831 -0.906 -0.348 0.1 -3.9 -1.2
H -1.365 -2.494 -0.634 -1.2 -0.2 0.6
H -3.235 2.867 0.278 1.7 17.3 0.5
H -5.253 2.073 -0.590 -3.6 2.9 -1.5
H 0.412 -3.784 0.267 -0.2 0.0 0.8
H 2.738 -1.684 1.091 -1.3 0.0 -2.6
H 3.903 0.647 1.318 1.3 -0.3 0.6
```
Positions in Å, forces in eV/Å.

***

Copy entry 2 word for word.
Entry from OMol25: one molecule with the formula C16H19N5O2 in a non-equilibrium geometry (ωB97M-V/def2-TZVPD).

**LUMO level**: 0.612 eV
**HOMO**: -7.618 eV
**Net charge**: 0

```
42
Properties=species:S:1:pos:R:3:forces:R:3
O 4.265 -0.520 3.152 -0.1 -0.6 -0.5
O 3.442 2.017 4.049 0.0 1.4 1.4
N -5.775 -0.414 -2.038 -0.4 -0.3 -1.7
N -4.674 0.394 -2.034 0.9 -0.3 2.3
N -4.015 -1.697 -1.396 -3.2 1.1 -1.0
N -2.409 0.173 -1.242 -0.8 -1.3 -1.7
N 0.456 0.200 -1.358 -0.6 0.2 0.2
C 2.940 1.545 2.860 0.3 -0.8 0.7
C 1.679 2.042 0.859 0.0 0.2 -1.1
C 2.040 2.385 2.135 1.7 -1.7 0.8
C -0.262 0.419 -2.641 0.8 2.9 2.8
C 2.147 0.837 0.319 0.4 -0.4 -0.4
C 4.745 -0.003 4.319 -0.9 4.5 1.7
C 2.877 -0.047 1.158 1.0 -0.3 0.5
C -3.702 -0.339 -1.517 2.7 0.2 -0.8
C -1.672 0.965 -2.289 0.9 -1.6 1.9
C -5.384 -1.607 -1.806 2.4 -0.4 1.2
C 4.371 1.286 4.762 0.3 -4.6 -1.9
C 3.367 0.259 2.484 -2.4 2.2 -3.3
C -1.607 -0.266 -0.091 0.6 -1.2 -2.1
C -0.207 -0.866 -0.570 -1.6 1.8 -0.7
C 1.880 0.564 -1.219 -1.3 -4.9 3.4
C -3.195 -2.960 -1.379 1.7 4.5 0.6
H 2.098 1.364 -1.813 0.6 2.2 -1.5
H -2.766 -3.003 -0.375 0.1 -0.4 -0.2
H 5.509 -0.567 4.833 -0.2 -0.2 -0.2
H 4.644 1.610 5.762 -0.1 0.4 -0.5
H 1.146 2.772 0.203 0.3 -0.8 0.7
H -2.293 1.026 -3.111 -1.3 0.1 -1.8
H 0.284 1.259 -3.136 -0.5 -0.6 0.0
H -2.398 -2.631 -2.081 -0.2 -1.3 0.3
H -3.707 -3.845 -1.594 -1.1 -0.9 -0.7
H 0.228 -1.297 0.291 1.5 0.5 1.1
H -2.082 -0.943 0.617 -0.5 -0.1 -0.4
H -0.333 -1.778 -1.162 -0.5 0.1 -0.5
H -5.884 -2.498 -1.963 -1.4 -1.4 0.1
H -1.577 0.681 0.339 1.6 1.3 1.9
H 2.473 -0.347 -1.533 0.1 1.0 0.2
H -0.193 -0.425 -3.219 -0.3 -2.2 -1.7
H 3.229 -1.008 0.785 -0.1 0.1 -0.3
H -1.474 1.955 -1.943 -0.1 0.8 0.5
H 1.786 3.309 2.582 -0.2 0.8 0.4
```
Positions in Å, forces in eV/Å.

***

> The highest net charge belongs to which entry?

C16H19N5PbS

***

Copy entry 6 word for word.
Entry from OMol25: C16H19NO as an isolated structure in a non-equilibrium geometry (ωB97M-V/def2-TZVPD).

**LUMO level**: 0.793 eV
**HOMO**: -8.723 eV
**Net charge**: 0

```
37
Properties=species:S:1:pos:R:3:forces:R:3
O -1.179 -1.067 0.705 -3.1 8.7 1.1
N 1.177 -2.133 -0.475 -3.6 8.5 -1.6
C -1.202 -2.314 0.470 1.8 -5.5 -4.6
C 1.745 0.940 -1.347 0.5 6.9 8.6
C 1.096 2.228 -0.747 4.4 -2.0 1.8
C -2.141 1.286 0.404 -4.5 -2.9 1.1
C -3.351 2.029 0.269 -0.1 -18.8 -2.9
C -4.541 1.417 -0.422 5.3 3.3 4.7
C 3.222 -0.799 -0.908 2.9 -0.7 4.2
C 2.744 2.353 1.110 -2.4 6.3 2.7
C 2.455 -1.821 -0.110 5.7 -6.3 3.6
C 3.313 1.253 0.691 -1.1 -4.6 -2.8
C 1.634 2.939 0.443 -0.8 -4.1 -4.9
C -3.511 -0.653 -0.120 -2.9 -4.5 0.7
C -4.696 0.146 -0.336 -0.1 -4.7 -4.2
C 2.780 0.491 -0.466 -2.7 3.2 -2.5
C 0.313 -2.701 0.441 -0.5 -2.0 5.3
C -2.366 -0.258 0.387 4.8 4.2 0.3
H -3.660 -1.785 -0.128 0.1 1.5 -0.3
H -1.877 -2.902 1.104 0.5 -0.4 0.0
H 1.360 0.657 -2.224 -0.9 -1.9 -3.1
H 3.158 -1.061 -1.884 -0.2 -0.1 -3.2
H 1.165 3.879 0.499 -0.1 1.1 1.2
H 4.285 -0.671 -0.579 -0.3 -1.7 -0.4
H -1.286 1.758 0.808 1.0 0.1 0.2
H 2.977 3.050 2.053 0.3 -2.3 -1.9
H 0.598 -2.362 1.570 0.0 -1.2 -2.0
H -5.491 -0.225 -1.106 1.0 -0.2 2.2
H 0.275 2.631 -1.226 -1.6 0.9 -1.0
H 2.972 -3.024 -0.258 -0.4 3.2 0.4
H 0.831 -0.906 -0.348 0.1 -3.9 -1.2
H -1.365 -2.494 -0.634 -1.2 -0.2 0.6
H -3.235 2.867 0.278 1.7 17.3 0.5
H -5.253 2.073 -0.590 -3.6 2.9 -1.5
H 0.412 -3.784 0.267 -0.2 0.0 0.8
H 2.738 -1.684 1.091 -1.3 0.0 -2.6
H 3.903 0.647 1.318 1.3 -0.3 0.6
```
Positions in Å, forces in eV/Å.